C8H12 in the gas phase at a distorted geometry, computed with ωB97M-V/def2-TZVPD.

Last column: Löwdin charge in e.
CARTESIAN COORDINATES (ANGSTROEM)
C 1.28209 0.08201 -1.33982  -0.12
C 1.35340 0.13848 0.13632  -0.30
C -0.02388 0.09132 0.50334  -0.52
C -0.32013 -0.23237 2.07530  -0.01
C -0.64664 1.18026 -0.22555  -0.14
C -1.43056 0.71560 -1.13061  -0.05
C -1.81568 -0.85374 -0.78835  0.04
C -0.77166 -1.15736 -0.00907  -0.10
H 2.42697 0.58951 -1.49144  0.14
H 0.85516 1.01378 -1.70944  0.06
H 1.13862 -0.95789 -1.67631  0.10
H 1.99213 -0.67713 0.50895  0.12
H 1.98761 1.03211 0.60367  0.16
H 0.26560 0.45237 2.79613  0.10
H -1.22977 -0.06915 2.45692  0.02
H -0.08806 -1.31287 2.24610  0.08
H -0.26332 2.22938 -0.49267  0.17
H -1.90422 1.44094 -1.60557  0.05
H -2.34236 -1.58513 -1.30693  0.06
H -0.46530 -2.12010 0.44903  0.13

Forces on atoms 1 to 2 (eV/Å):
C 6.8757 2.8494 -1.1824
C 3.7609 0.4482 1.6873

## Properties
Structure (SMILES): CCC1(C)C=CC=C1
E_HOMO: -8.80 eV
E_LUMO: 1.02 eV
Strongest force on any atom: 0.1466 hartree/bohr
Energy relative to the best compared isomer or geometry (same formula, charge and spin): 430.5 kJ/mol
Kohn-Sham gap: 0.361 hartree
E: -8485.1208 eV